[1]
The following is a quantum chemistry calculation of a 2-piece molecular cluster, C12H21N2O overall in a non-equilibrium geometry, from OMol25.

Last column: Löwdin charge in e.
Cartesian coordinates (Å):
O  -0.43  0.06  2.42  0.070
N  0.27  -1.26  -0.29  -0.101
N  0.14  1.50  0.73  -0.005
C  -0.98  -1.79  -0.48  -0.177
C  2.27  0.22  -0.88  0.069
C  -0.07  0.43  -1.87  0.031
C  -1.73  1.14  -3.84  -0.081
C  -1.03  -3.06  0.28  -0.154
C  1.12  -2.01  0.53  -0.114
C  0.30  2.85  0.19  -0.070
C  0.70  -0.15  -0.85  -0.193
C  -0.88  0.82  -2.72  0.005
C  0.13  2.31  3.03  0.014
C  -0.10  1.29  1.94  -0.439
C  0.04  -2.96  1.35  -0.069
H  2.64  0.82  -1.61  0.060
H  2.81  -0.70  -0.73  0.075
H  0.14  3.74  0.94  0.116
H  0.99  2.02  3.62  0.094
H  -0.79  2.44  3.79  0.152
H  -0.56  -0.51  1.59  0.103
H  -0.63  2.85  -0.49  0.104
H  -0.97  -3.84  -0.39  0.099
H  -1.14  -2.04  -1.54  0.149
H  -2.74  1.35  -3.51  0.079
H  1.67  -1.42  1.22  0.114
H  -1.85  0.29  -4.46  0.076
H  0.27  3.24  2.59  0.017
H  -0.30  -2.48  2.30  0.124
H  -2.01  -3.20  0.75  0.133
H  2.28  0.70  0.09  0.082
H  1.93  -2.63  0.12  0.146
H  1.18  2.85  -0.47  0.079
H  0.63  -3.82  1.53  0.102
H  -1.86  -1.17  -0.34  0.151
H  -1.46  2.11  -4.54  0.158

For the energy above the lowest of the compared OMol25 structures with the same formula, charge and spin, the calculation gives 455.9 kJ/mol. The value obtained for the highest occupied orbital energy is -13.01 eV. As for the total energy: -17801.9397 eV. As for the total charge: +1. The orbital gap comes out at 9.1108 eV.


[2]
The following is a quantum chemistry calculation of a 2-piece molecular cluster, C2H5FS2 overall in a non-equilibrium geometry, from OMol25.

Last column: Löwdin charge in e.
Cartesian coordinates (Å):
S  1.04  0.33  -2.16  0.081
S  0.49  -1.52  -1.86  0.479
F  -1.70  -0.52  -0.91  0.001
C  0.56  1.19  1.46  -0.065
C  -1.03  -1.59  -1.25  -0.550
H  -1.48  -2.46  -1.10  0.023
H  0.05  1.89  2.11  0.003
H  1.16  0.43  2.09  0.051
H  -0.28  0.66  0.96  -0.005
H  1.17  1.59  0.66  -0.016

For the energy above the lowest of the compared OMol25 structures with the same formula, charge and spin, the calculation gives 155.9 kJ/mol. The value obtained for the highest occupied orbital energy (alpha / beta) is -8.81 / -8.81 eV. As for the total energy: -26541.1703 eV. The orbital gap (alpha / beta) comes out at 7.9791 / 7.9798 eV.


[3]
The following is a quantum chemistry calculation of C2H7N2S as an isolated structure in a non-equilibrium geometry, from OMol25.

Last column: Löwdin charge in e.
Cartesian coordinates (Å):
S  -0.31  -0.10  -2.09  0.902
N  -0.82  0.99  1.07  0.212
N  1.54  0.04  0.59  0.106
C  -0.22  0.06  0.35  -0.275
C  -0.66  -1.01  -0.51  -0.401
H  1.71  0.72  1.30  0.032
H  -1.78  1.15  0.68  0.177
H  -0.16  -1.95  -0.49  0.105
H  -1.67  -1.16  -0.34  0.070
H  1.88  0.39  -0.34  0.066
H  -0.33  1.49  1.82  0.160
H  0.83  -0.62  -2.03  -0.153

For the energy above the lowest of the compared OMol25 structures with the same formula, charge and spin, the calculation gives 283.8 kJ/mol. The value obtained for the highest occupied orbital energy is -14.54 eV. As for the total energy: -15993.8158 eV. As for the total charge: +1. The orbital gap comes out at 9.5218 eV.


[4]
The following is a quantum chemistry calculation of one molecule with the formula C4H6ClNS2 in a non-equilibrium geometry, from OMol25.

Last column: Löwdin charge in e.
Cartesian coordinates (Å):
Cl  2.47  -0.92  -0.62  0.681
S  0.61  1.06  1.15  0.830
S  -2.44  1.50  1.22  0.598
N  -1.28  -1.92  -1.79  -0.048
C  -0.91  1.67  1.77  -1.078
C  0.00  0.07  -0.30  -0.425
C  0.12  -1.87  -1.96  -0.335
C  0.83  -0.78  -1.01  -0.762
H  -1.60  -2.13  -0.73  0.155
H  -1.89  -2.36  -2.48  0.082
H  -1.08  0.16  -0.59  0.030
H  0.77  -2.80  -1.78  0.105
H  0.42  -1.63  -3.03  0.125
H  -0.64  2.29  2.72  0.043

For the energy above the lowest of the compared OMol25 structures with the same formula, charge and spin, the calculation gives 186.2 kJ/mol. The value obtained for the highest occupied orbital energy is -8.65 eV. As for the total energy: -39926.2898 eV. The SMILES is NC/C(Cl)=C/SC=S. The orbital gap comes out at 8.3174 eV.


[5]
The following is a quantum chemistry calculation of one molecule with the formula C4H11NO2 in a non-equilibrium geometry, from OMol25.

Last column: Löwdin charge in e.
Cartesian coordinates (Å):
O  -0.81  -1.69  0.40  -0.055
O  2.34  1.15  0.89  -0.050
N  0.50  -0.45  -1.58  0.025
C  -1.96  0.52  0.21  -0.067
C  -0.73  -0.25  0.55  -0.450
C  0.36  0.30  -0.28  -0.348
C  1.72  0.00  0.39  -0.241
H  -0.48  -0.18  1.65  0.165
H  1.87  1.94  0.58  0.089
H  -1.76  -1.85  0.15  0.101
H  0.74  -1.39  -1.33  0.050
H  0.10  1.28  -0.41  0.106
H  1.26  -0.08  -2.25  0.119
H  -1.98  1.58  0.65  0.113
H  -2.13  0.50  -0.90  0.094
H  -2.88  -0.11  0.55  0.109
H  1.47  -0.81  1.10  0.122
H  2.40  -0.45  -0.37  0.118

For the energy above the lowest of the compared OMol25 structures with the same formula, charge and spin, the calculation gives 246.8 kJ/mol. The value obtained for the highest occupied orbital energy is -8.87 eV. As for the total energy: -9909.6836 eV. The SMILES is C[C@@H](O)[C@H](N)CO. The orbital gap comes out at 9.6772 eV.


[6]
The following is a quantum chemistry calculation of a 4-piece molecular cluster, CH10N2O3 overall in a non-equilibrium geometry, from OMol25.

Last column: Löwdin charge in e.
Cartesian coordinates (Å):
O  3.13  -1.51  0.92  -0.082
O  -0.82  0.23  -2.40  -0.111
O  1.47  0.16  -0.91  -0.080
N  -1.03  -0.58  1.49  0.090
N  -1.85  1.16  0.19  0.061
C  -1.59  0.65  1.33  -0.356
H  -2.40  1.99  0.23  0.047
H  2.61  -0.73  1.14  0.005
H  0.81  -0.11  -1.56  0.001
H  -1.34  0.52  -1.60  0.003
H  3.28  -1.45  -0.04  0.028
H  1.69  1.07  -1.17  0.051
H  -0.48  -0.79  2.31  0.089
H  -1.89  1.08  2.29  0.118
H  -1.43  0.13  -3.16  0.056
H  -0.51  -0.88  0.67  0.081

For the energy above the lowest of the compared OMol25 structures with the same formula, charge and spin, the calculation gives 27.9 kJ/mol. The value obtained for the highest occupied orbital energy is -9.97 eV. As for the total energy: -10322.2873 eV. The SMILES is [H]/N=C/N.O.O.O. The orbital gap comes out at 10.7472 eV.


[7]
The following is a quantum chemistry calculation of one molecule with the formula FHN2O in a non-equilibrium geometry, from OMol25.

Last column: Löwdin charge in e.
Cartesian coordinates (Å):
F  1.35  -1.39  0.08  -0.054
O  -2.37  -0.56  0.08  -0.246
N  -0.93  -1.36  -0.09  0.076
N  0.09  -0.62  -0.10  0.012
H  0.29  0.42  -0.15  0.211

For the energy above the lowest of the compared OMol25 structures with the same formula, charge and spin, the calculation gives 553.3 kJ/mol. The value obtained for the highest occupied orbital energy is -10.55 eV. As for the total energy: -7753.7870 eV. The SMILES is O=NNF. The orbital gap comes out at 9.1188 eV.